C3H7Br2OP | ωB97M-V/def2-TZVPD

Structure (XYZ):
```
14
Properties=species:S:1:pos:R:3
C 1.358 -0.014 0.684
C 0.136 0.447 -0.001
C -1.047 0.629 0.934
P -0.451 -0.622 -1.400
O -1.415 0.080 -2.203
Br -1.253 -2.426 -0.695
Br 1.408 -1.181 -2.580
H 1.910 -0.452 -0.111
H 1.936 0.893 0.951
H 1.051 -0.775 1.453
H 0.401 1.488 -0.547
H -1.377 -0.443 1.165
H -1.923 1.058 0.678
H -0.734 1.320 1.672
```

Results
Charge: 0
Frontier orbital gap (eV): 10.7
SMILES: CC(C)P(=O)(Br)Br


C23H39As2O13S2Si2Tc | ωB97M-V/def2-TZVPD

Structure (XYZ):
```
82
Properties=species:S:1:pos:R:3
Tc -0.475 0.289 0.764
O -2.458 -2.613 2.546
As -2.816 -2.162 0.921
O -4.378 -2.304 0.507
O -2.241 -0.560 0.729
C -1.839 -3.489 -0.142
C -2.682 -4.500 -0.590
C -2.175 -5.617 -1.243
C -0.814 -5.741 -1.458
C 0.041 -4.731 -1.039
C -0.472 -3.620 -0.391
S 0.655 -2.333 0.045
O 1.970 -2.724 -0.397
O 0.496 -2.055 1.467
O 0.130 -1.133 -0.693
H -1.839 -1.958 2.962
H -3.746 -4.388 -0.419
H -2.852 -6.392 -1.580
H -0.414 -6.612 -1.960
H 1.105 -4.786 -1.218
O -2.524 2.268 6.472
C -2.094 1.801 5.451
C -1.746 2.564 4.175
O -1.821 3.767 4.014
C -1.296 1.540 3.257
C -1.285 0.257 3.804
O -0.838 -0.742 3.159
C -1.759 0.327 5.206
O -1.830 -0.564 6.019
O -0.870 1.730 2.036
C 0.415 1.349 -3.263
Si 0.051 2.468 -1.796
C -0.617 4.120 -2.418
C 1.670 2.964 -0.978
C -1.201 1.638 -0.671
Si -2.813 1.038 -1.500
C -4.269 1.235 -0.324
C -3.271 2.176 -2.944
C -2.691 -0.677 -2.269
H 1.156 1.801 -3.929
H -0.490 1.160 -3.846
H 0.788 0.382 -2.920
H 0.225 4.759 -2.700
H -1.169 4.636 -1.628
H -1.273 4.028 -3.280
H 2.313 3.422 -1.736
H 2.193 2.135 -0.502
H 1.474 3.720 -0.212
H -1.565 2.434 -0.006
H -5.027 1.888 -0.766
H -3.951 1.676 0.622
H -4.724 0.271 -0.092
H -3.433 3.206 -2.623
H -4.224 1.799 -3.332
H -2.559 2.176 -3.771
H -1.726 -1.151 -2.089
H -2.842 -0.614 -3.350
H -3.471 -1.323 -1.857
C 4.104 0.970 -2.859
S 3.339 -0.156 -1.688
C 3.748 -1.674 -2.552
O 4.220 -0.114 -0.477
H 5.164 0.728 -2.937
H 3.968 1.976 -2.468
H 3.607 0.881 -3.826
H 3.032 -1.816 -3.362
H 3.622 -2.468 -1.820
H 4.770 -1.637 -2.929
C 4.010 1.717 2.006
As 2.643 0.389 2.170
C 3.435 -1.351 2.219
C 1.909 0.631 3.917
O 1.508 0.714 0.974
H 4.630 1.688 2.901
H 3.517 2.685 1.929
H 4.597 1.515 1.115
H 4.234 -1.268 2.958
H 3.829 -1.610 1.242
H 2.681 -2.063 2.545
H 2.723 0.545 4.638
H 1.154 -0.134 4.095
H 1.455 1.619 3.983
```

Results
Spin multiplicity: 4
Charge: -1
Frontier orbital gap (spin up / spin down) (eV): 6.9 / 7.1
Expectation value of S²: 3.7830


C7H13O | ωB97M-V/def2-TZVPD

Structure (XYZ):
```
21
Properties=species:S:1:pos:R:3
C -2.682 0.453 -0.101
O -3.369 -0.738 -0.112
C -1.218 0.206 0.289
C -0.564 -0.722 -0.636
C 0.818 -1.015 0.070
C 1.757 1.302 0.773
C 1.635 0.253 -0.149
C 2.572 0.113 -1.133
H -2.628 0.927 -1.149
H -3.091 1.179 0.592
H -0.722 1.092 0.536
H -1.306 -0.444 1.269
H -1.185 -1.616 -0.692
H -0.293 -0.458 -1.625
H 1.340 -1.778 -0.489
H 0.743 -1.230 1.161
H 2.619 1.762 1.111
H 0.906 1.581 1.406
H -1.410 -0.999 2.000
H 2.531 -0.421 -2.085
H 3.547 0.554 -1.037
```

Results
Charge: -1
Frontier orbital gap (eV): 3.4


C39H39N3RuS4 | ωB97M-V/def2-TZVPD

Structure (XYZ):
```
86
Properties=species:S:1:pos:R:3
Ru -0.087 0.135 0.132
S -0.089 0.443 2.433
C 0.539 2.063 2.695
C 0.934 2.445 3.978
C 1.457 3.706 4.208
C 1.603 4.610 3.163
C 1.201 4.250 1.888
C 0.657 2.991 1.666
S 0.070 2.579 0.038
C -1.277 3.834 -0.096
C -2.564 3.201 -0.512
C -3.385 3.644 -1.539
C -4.539 2.921 -1.800
C -4.810 1.772 -1.071
C -3.912 1.412 -0.077
C -3.955 0.145 0.714
S -2.430 -0.815 0.431
C -2.800 -1.353 -1.224
C -3.862 -2.231 -1.425
C -4.190 -2.645 -2.701
C -3.450 -2.177 -3.785
C -2.386 -1.318 -3.586
C -2.040 -0.899 -2.297
S -0.661 0.175 -2.111
N -2.848 2.137 0.213
H 0.834 1.738 4.792
H 1.760 3.984 5.209
H 2.029 5.588 3.342
H 1.318 4.938 1.059
H -0.923 4.592 -0.791
H -1.388 4.276 0.892
H -3.126 4.517 -2.124
H -5.209 3.234 -2.590
H -5.676 1.161 -1.289
H -4.781 -0.507 0.435
H -4.001 0.346 1.784
H -4.410 -2.609 -0.569
H -5.010 -3.334 -2.854
H -3.703 -2.492 -4.789
H -1.803 -0.963 -4.426
C 3.609 0.743 2.275
C 3.580 1.651 1.075
C 4.355 2.805 1.082
C 4.430 3.622 -0.032
C 3.743 3.282 -1.185
C 2.944 2.146 -1.238
C 2.238 1.785 -2.511
C 2.852 1.363 -0.086
N 1.996 0.200 -0.073
C 2.563 -0.955 -0.100
C 4.017 -1.180 -0.360
C 1.693 -2.138 0.129
C 2.346 -3.479 0.236
N 0.430 -1.928 0.244
C -0.417 -3.100 0.270
C -0.950 -3.564 1.474
C -0.668 -2.898 2.786
C -1.762 -4.692 1.431
C -2.028 -5.339 0.236
C -1.454 -4.884 -0.937
C -0.626 -3.768 -0.944
C 0.052 -3.367 -2.227
H 3.756 1.329 3.180
H 4.449 0.046 2.204
H 2.695 0.164 2.394
H 4.913 3.054 1.976
H 5.043 4.514 -0.011
H 3.832 3.899 -2.071
H 2.745 2.237 -3.362
H 1.209 2.148 -2.505
H 2.194 0.707 -2.671
H 4.517 -0.266 -0.662
H 4.127 -1.926 -1.149
H 4.515 -1.575 0.527
H 3.156 -3.426 0.966
H 2.791 -3.770 -0.717
H 1.644 -4.247 0.540
H 0.348 -2.508 2.848
H -0.816 -3.602 3.604
H -1.343 -2.055 2.946
H -2.179 -5.069 2.356
H -2.666 -6.214 0.224
H -1.641 -5.401 -1.870
H -0.583 -3.616 -3.077
H 0.987 -3.922 -2.351
H 0.277 -2.303 -2.278
```

Results
Spin multiplicity: 2
Charge: +1
Frontier orbital gap (spin up / spin down) (eV): 6.6 / 5.4
Expectation value of S²: 0.7597


| no. | strongest force on any atom (eV/A) | M (g mol⁻¹) | calculated total energy (eV) |
| --- | --- | --- | --- |
| 1 | 3.87 | 249.87 | -154646.9473 |
| 2 | 0.61 | 891.70 | -212407.2191 |
| 3 | 4.82 | 113.18 | -9508.8378 |
| 4 | 0.97 | 779.10 | -91467.6311 |